Molecular formula: C39H78O15
Method: DFT, wB97M-V/def2-TZVPD

The calculation puts the energy above the lowest of the compared OMol25 structures with the same formula, charge and spin at 13.1 kcal/mol. The calculation puts the LUMO energy at 0.38 eV. As for the orbital gap: 0.362 Ha. The value obtained for the HOMO energy is -0.3484 hartree. For the molar mass, the calculation gives 787.0 g mol⁻¹.

ORCA input file:
```
! RIJCOSX wB97M-V def2-TZVPD def2/J DEFGRID3
* xyz 0 1
O 3.52692 -1.43393 3.46237
O -0.95682 5.21274 -1.99413
O -0.59279 -1.67368 5.82717
O -4.52579 3.77169 0.64103
O -2.77716 1.18490 2.45804
O 1.75549 3.75686 3.56576
O 7.21256 0.63813 -0.16234
O -2.46910 -3.11599 0.58199
O 4.73736 -1.26856 -7.31578
O -5.78511 2.18465 -0.17955
O 0.62734 1.41444 -0.95128
O -3.23666 1.44576 -3.94463
O -3.65144 2.00890 -0.40100
O 0.88052 -5.00756 -3.94106
O 1.42161 -3.36852 0.58809
C -0.38989 0.08130 4.24012
C 0.43372 0.22737 -0.76623
C -5.01374 1.03864 3.24378
C -2.96571 -2.51587 2.81587
C -3.67518 1.69678 3.10141
C -2.41077 2.67525 -0.65935
C -6.91274 2.86624 0.37936
C 3.83559 -0.56519 2.68639
C 0.30737 -5.61065 -3.05813
C 2.78355 -4.41068 2.21046
C -0.21099 -4.89921 -1.84501
C 3.49666 -1.87380 -5.40125
C -0.24639 4.64127 2.64728
C 1.18753 4.18430 2.58573
C -3.99353 -0.63088 -3.13797
C -1.50482 -0.09502 -3.53457
C 0.03621 -7.08830 -3.16074
C 2.84283 -0.05029 1.67859
C -3.51672 3.01866 3.79776
C -0.84177 -0.53536 5.54366
C 2.49596 -0.51123 -7.32086
C 1.36589 4.99432 -2.06066
C 3.68646 -1.23339 -6.74530
C -3.19937 -2.53114 1.32155
C -0.20817 3.65091 -3.61220
C 7.65785 -1.36682 -1.34714
C -1.63907 0.34657 6.46377
C 5.20019 0.07901 2.72913
C 1.63163 -3.57173 1.74779
C -4.33574 -1.67126 0.84412
C 5.42633 -0.14774 -1.50604
C 6.79180 -0.23967 -0.85899
C -0.54271 -0.31954 0.22220
C -4.63094 2.75681 0.06646
C -2.94331 0.37295 -3.53284
C 1.17754 -0.76410 -1.63351
C 1.87566 4.34472 1.25328
C 0.77242 -2.92936 2.78185
C -0.01843 4.70320 -2.54641
H -0.91777 0.67717 -3.03514
H -0.69992 4.75708 1.66218
H -4.17259 -0.60314 0.96807
H -1.21623 1.33846 6.62930
H 2.74942 1.03317 1.79589
H 4.75976 0.37888 -0.81021
H -1.06316 -0.16560 3.42375
H 0.40753 -7.46436 -4.10283
H 1.91534 -1.22822 -7.89753
H -1.60516 2.18726 -0.11928
H 1.01454 -0.64543 -2.70677
H 1.85060 -0.44509 1.88301
H -1.01396 2.96719 -3.36126
H -5.18495 0.88399 4.31918
H -2.21556 2.67255 -1.72610
H 4.96685 -1.13302 -1.61662
H 8.68232 -1.26428 -0.99566
H -2.78318 -1.50669 3.18200
H 1.28211 5.73205 -1.26136
H -2.69241 2.94624 4.51149
H 0.65710 -0.13112 4.04512
H -2.11188 -3.15507 3.03542
H -2.37622 3.71809 -0.35232
H 2.23396 -0.83507 -1.39855
H -4.08882 -1.38319 -3.93084
H -5.06978 0.05434 2.79736
H -0.85205 4.01729 3.29273
H -1.05811 -7.14315 -3.11494
H 5.90788 -0.58255 3.20648
H 5.39672 0.43641 -2.42231
H -1.54275 -0.20093 -0.21687
H 3.18743 -4.05281 3.15496
H 1.99873 5.49859 -2.80010
H -4.51305 -1.87162 -0.21354
H -6.89228 2.87550 1.47081
H -0.46948 1.16620 4.32788
H -0.53435 0.27259 1.13938
H -4.97836 -0.16951 -3.08333
H -0.39798 -1.36937 0.45402
H 0.12277 -2.21083 2.29140
H -3.73845 -1.12763 -2.20162
H 0.50431 -5.18522 -1.05137
H 7.31938 -2.32772 -0.94173
H 1.39308 -2.40622 3.50271
H -6.94966 3.90769 0.05505
H 0.13452 -3.69340 3.23076
H -1.17404 -0.22663 -4.56128
H -4.40688 3.29665 4.35309
H 5.01187 0.99822 3.30294
H -2.59019 0.54902 5.94497
H 1.90053 4.11880 -1.70146
H 0.68959 -1.73822 -1.51187
H 2.95412 4.28571 1.34446
H -0.27073 5.63618 3.11336
H 3.56190 -4.44216 1.45142
H 5.47269 0.43525 1.73503
H 3.16155 -0.19997 0.64767
H 7.60591 -1.41593 -2.43410
H 1.91949 -0.03548 -6.52809
H 0.43096 -7.61964 -2.29782
H -1.82505 -0.14564 7.41321
H 0.69455 3.03610 -3.71048
H 1.52268 3.49195 0.66017
H 2.43394 -5.43803 2.36872
H -0.08784 -3.82063 -1.85469
H 3.21915 -1.16602 -4.61485
H -5.23934 -1.96741 1.38657
H -0.38707 4.08856 -4.59512
H -3.80096 -2.97843 3.35063
H -1.21251 -5.15962 -1.51136
H 2.85682 0.29479 -7.95779
H 2.68919 -2.61522 -5.45554
H -3.25326 3.74603 3.03125
H -1.44492 -1.00886 -2.94582
H -5.81694 1.68288 2.88851
H 4.37941 -2.40374 -5.05118
H -7.81373 2.36912 0.03590
H 1.50073 5.26591 0.81685
*
```